Molecular formula: C23H64N6O6Si
Method: DFT, the ωB97M-V functional and the def2-TZVPD basis

The value obtained for the frontier orbital gap is 9.50 eV. As for the spin multiplicity: 1. The SMILES is NC(=O)CC[SiH3].COC[C@@H](C)N.COC[C@@H](C)N.COC[C@@H](C)N.COC[C@@H](C)N.COC[C@@H](C)N.

Each line ends with the Löwdin charge.
Cartesian coordinates (Å):
N (5.40731, -0.56224, 0.01201)  0.076
C (4.13077, -0.09019, -0.57234)  -0.446
O (3.97046, 1.13982, -0.65492)  0.022
C (2.97397, -1.04261, -1.04985)  -0.184
C (2.11260, -1.40453, 0.28631)  -0.334
Si (0.78783, 0.01478, 0.42090)  0.658
H (5.38055, -0.46306, 1.03890)  0.079
H (6.07950, 0.15708, -0.30593)  0.082
H (2.28229, -0.46397, -1.74703)  0.074
H (3.35215, -2.00139, -1.53594)  0.116
H (2.80358, -1.39450, 1.19656)  0.054
H (1.65078, -2.42667, 0.15596)  0.066
H (-0.51068, -0.55447, 0.82639)  -0.088
H (1.30463, 0.99102, 1.38992)  -0.078
H (0.62321, 0.69672, -0.87271)  -0.063
C (2.86443, -2.09967, 4.22006)  -0.101
O (3.92106, -2.36427, 3.31301)  -0.215
C (5.03762, -3.03425, 3.88866)  -0.200
C (4.86670, -4.56044, 4.01540)  -0.430
C (3.95857, -4.97924, 5.16735)  -0.074
N (4.36136, -5.15332, 2.77074)  0.039
H (3.22648, -1.87066, 5.22541)  0.095
H (2.17082, -2.94204, 4.24350)  0.080
H (2.31121, -1.23357, 3.84917)  0.070
H (5.87338, -2.84469, 3.20760)  0.120
H (5.30787, -2.57718, 4.84880)  0.120
H (5.85721, -4.98219, 4.21639)  0.135
H (2.90058, -4.83200, 4.94369)  0.064
H (4.08975, -6.04232, 5.38550)  0.077
H (4.19760, -4.42478, 6.07895)  0.079
H (5.02288, -4.95532, 2.02273)  0.073
H (3.52920, -4.62872, 2.50197)  0.067
C (-1.83871, 2.84034, 4.05055)  -0.104
O (-0.62906, 2.22597, 3.63877)  -0.209
C (0.54799, 2.84222, 4.14878)  -0.204
C (0.91460, 2.42254, 5.58564)  -0.427
C (0.04780, 3.08113, 6.65428)  -0.074
N (0.85442, 0.96510, 5.75506)  0.044
H (-1.74190, 3.92478, 4.14646)  0.095
H (-2.18311, 2.39928, 4.98786)  0.075
H (-2.59832, 2.62981, 3.29441)  0.075
H (1.35653, 2.51693, 3.48653)  0.106
H (0.48457, 3.93309, 4.05084)  0.121
H (1.94611, 2.74428, 5.76434)  0.135
H (-0.94446, 2.63248, 6.72619)  0.064
H (0.51358, 2.97562, 7.63772)  0.076
H (-0.07166, 4.15048, 6.46030)  0.079
H (1.50992, 0.53474, 5.10619)  0.048
H (-0.05732, 0.65890, 5.41591)  0.072
C (-0.00970, -0.17273, -4.80499)  -0.108
O (0.39230, 0.96656, -4.06037)  -0.212
C (1.56607, 1.60544, -4.54907)  -0.208
C (1.32368, 2.56140, -5.73338)  -0.431
C (1.10167, 1.84430, -7.06144)  -0.076
N (0.18868, 3.45799, -5.48078)  0.036
H (0.84350, -0.73467, -5.19491)  0.092
H (-0.67828, 0.12426, -5.61537)  0.073
H (-0.57623, -0.82734, -4.14190)  0.055
H (1.94527, 2.19804, -3.71032)  0.121
H (2.34028, 0.86308, -4.78163)  0.118
H (2.22434, 3.17449, -5.84508)  0.134
H (0.10282, 1.41264, -7.14431)  0.063
H (1.21249, 2.54509, -7.89338)  0.075
H (1.83437, 1.04542, -7.20484)  0.077
H (0.38627, 4.00709, -4.64668)  0.071
H (-0.60087, 2.87485, -5.20441)  0.067
C (-5.97216, 5.06216, 0.08488)  -0.109
O (-5.24970, 4.10477, 0.83996)  -0.195
C (-4.74019, 3.01497, 0.07954)  -0.205
C (-3.41953, 3.31407, -0.65676)  -0.428
C (-3.59855, 4.16724, -1.90854)  -0.071
N (-2.44313, 3.96347, 0.22621)  0.048
H (-6.53750, 4.60398, -0.73062)  0.090
H (-5.29701, 5.82899, -0.29951)  0.074
H (-6.67767, 5.55640, 0.75579)  0.087
H (-4.54758, 2.21883, 0.80591)  0.118
H (-5.50661, 2.63268, -0.60655)  0.118
H (-3.00242, 2.35366, -0.97859)  0.134
H (-3.76407, 5.22125, -1.67896)  0.065
H (-2.70187, 4.11728, -2.53199)  0.072
H (-4.43831, 3.81072, -2.51144)  0.078
H (-2.25278, 3.34393, 1.01162)  0.054
H (-2.90954, 4.76181, 0.65640)  0.071
C (-3.34497, -5.97655, -3.44071)  -0.107
O (-4.06828, -4.87329, -3.95912)  -0.191
C (-4.14246, -3.75273, -3.08570)  -0.203
C (-2.89688, -2.84544, -3.10750)  -0.425
C (-1.70770, -3.42304, -2.34573)  -0.068
N (-2.47798, -2.53565, -4.48050)  0.043
H (-3.47487, -6.08518, -2.36095)  0.090
H (-2.28657, -5.88779, -3.69310)  0.074
H (-3.71985, -6.88098, -3.92380)  0.088
H (-4.99410, -3.16368, -3.44033)  0.121
H (-4.38879, -4.07476, -2.06614)  0.119
H (-3.17032, -1.90650, -2.61389)  0.136
H (-1.19869, -4.21504, -2.89778)  0.066
H (-0.96381, -2.64408, -2.15494)  0.065
H (-2.01823, -3.82429, -1.37723)  0.080
H (-3.24289, -2.06015, -4.95507)  0.081
H (-2.39839, -3.42172, -4.97909)  0.076